[1]
{
  "formula": "C8H15B2F4IrN5O4",
  "method": "ωB97M-V/def2-TZVPD",
  "symbols": ["Ir", "C", "C", "N", "O", "B", "F", "F", "O", "N", "C", "C", "C", "N", "O", "B", "F", "F", "O", "N", "C", "C", "C", "H", "H", "H", "H", "H", "H", "H", "H", "H", "H", "H", "H", "N", "H", "H", "H"],
  "positions_angstrom": [[0.047, -0.045, -0.127], [2.769, -1.122, 3.073], [2.082, -0.512, 1.937], [0.804, -0.851, 1.631], [0.116, -1.586, 2.342], [-1.448, -3.057, 0.674], [-1.824, -4.003, 1.458], [-0.431, -3.197, -0.184], [-2.247, -1.916, 0.561], [-1.866, -0.775, -0.031], [-2.881, -0.043, -0.439], [-4.289, -0.457, -0.311], [-2.501, 1.242, -0.985], [-1.185, 1.536, -0.829], [-0.695, 2.632, -1.059], [2.049, 2.098, -2.007], [1.300, 1.193, -2.650], [2.509, 3.136, -2.602], [2.404, 1.836, -0.690], [1.896, 0.837, 0.052], [2.668, 0.485, 1.056], [4.000, 1.052, 1.318], [-3.394, 2.198, -1.631], [2.141, -1.858, 3.569], [3.090, -0.371, 3.809], [3.707, -1.597, 2.756], [-4.402, -1.334, 0.318], [-4.711, -0.697, -1.295], [-4.904, 0.355, 0.085], [4.271, 1.823, 0.604], [4.762, 0.265, 1.296], [4.053, 1.472, 2.327], [-4.436, 1.896, -1.621], [-3.082, 2.358, -2.676], [-3.280, 3.201, -1.198], [0.648, -1.377, -1.918], [1.504, -1.893, -1.714], [0.813, -0.842, -2.769], [-0.055, -2.083, -2.129]],
  "atomic_forces_ev_per_a": [[-0.14, -0.07, -0.56], [0.04, -0.09, 0.23], [0.24, -0.35, 0.59], [-0.69, 0.55, -0.95], [0.30, -0.31, 0.15], [0.28, -0.62, -0.88], [-0.01, 0.23, 0.18], [-0.12, 0.27, 0.55], [-0.17, 0.13, 0.47], [-0.28, -0.05, -0.29], [0.23, -0.35, 0.17], [-0.47, -0.11, -0.09], [-0.28, 0.60, -0.29], [1.29, -1.13, 0.82], [-0.30, 0.33, -0.45], [-0.27, -0.52, -0.86], [0.00, 0.31, 0.25], [0.04, 0.13, 0.28], [0.19, 0.35, 0.41], [0.16, -0.23, 0.06], [-0.13, 0.25, -0.36], [0.44, 0.11, 0.15], [-0.10, 0.29, -0.09], [0.03, 0.02, 0.02], [-0.09, 0.11, -0.08], [-0.04, 0.03, -0.14], [0.00, 0.07, 0.02], [0.12, 0.03, -0.05], [0.11, 0.04, 0.05], [-0.01, -0.03, 0.03], [-0.08, -0.06, -0.06], [-0.13, 0.01, -0.02], [0.02, -0.04, 0.06], [0.05, -0.14, 0.01], [-0.02, -0.07, 0.13], [-0.28, 0.21, 0.45], [0.03, 0.02, 0.00], [0.05, 0.09, 0.05], [-0.02, 0.01, 0.08]],
  "de_lowest_ev": 0.000,
  "spin_multiplicity": 5,
  "s2": 6.080,
  "charge": 3,
  "lumo_energy_ha": [-0.450, -0.518]
}

[2]
{
  "formula": "C27H41ClN2O6PReSSe",
  "method": "ωB97M-V/def2-TZVPD",
  "symbols": ["Re", "C", "C", "C", "C", "C", "C", "C", "S", "O", "O", "N", "C", "C", "O", "O", "H", "H", "H", "H", "H", "H", "H", "H", "H", "N", "C", "C", "O", "O", "H", "H", "H", "H", "C", "C", "C", "C", "C", "C", "Se", "C", "C", "C", "H", "H", "H", "H", "H", "H", "H", "H", "H", "H", "H", "C", "C", "P", "C", "C", "C", "C", "H", "H", "H", "H", "H", "H", "H", "H", "H", "H", "H", "H", "H", "H", "H", "Cl", "C", "H", "H"],
  "positions_angstrom": [[-0.327, -0.673, 0.013], [-2.048, -7.012, 1.160], [-2.063, -5.498, 1.019], [-0.837, -4.945, 1.083], [-2.019, -2.424, 1.227], [-3.319, -2.545, 1.045], [-3.992, -3.786, 0.736], [-3.428, -5.007, 0.762], [-3.652, -0.997, 0.169], [-3.516, -1.407, -1.206], [-4.906, -0.410, 0.566], [-2.404, -0.138, 0.648], [-2.491, 0.225, 2.065], [-1.187, 0.885, 2.442], [-1.059, 1.540, 3.460], [-0.245, 0.683, 1.575], [-1.063, -7.363, 1.459], [-2.309, -7.481, 0.207], [-2.783, -7.336, 1.901], [0.700, -3.367, 0.009], [-0.997, -2.502, -0.882], [-5.059, -3.734, 0.544], [-4.125, -5.818, 0.567], [-2.616, -0.645, 2.719], [-3.318, 0.906, 2.266], [0.645, 3.034, 0.215], [1.848, 2.481, 0.835], [2.322, 1.166, 0.228], [3.529, 0.980, 0.125], [1.462, 0.288, -0.168], [0.283, 3.770, 0.813], [-0.064, 2.305, 0.250], [1.730, 2.298, 1.909], [2.678, 3.172, 0.695], [2.953, -3.162, -7.075], [2.560, -3.000, -5.631], [3.320, -2.231, -4.762], [2.983, -2.070, -3.421], [3.857, -1.213, -2.544], [1.824, -2.708, -2.951], [1.526, -2.454, -1.060], [1.037, -3.493, -3.801], [-0.209, -4.211, -3.358], [1.427, -3.623, -5.130], [3.907, -2.676, -7.279], [2.205, -2.722, -7.738], [3.046, -4.216, -7.342], [4.213, -1.737, -5.130], [4.740, -0.893, -3.097], [4.178, -1.747, -1.650], [3.336, -0.329, -2.173], [-0.299, -4.248, -2.275], [-0.210, -5.232, -3.745], [-1.100, -3.712, -3.743], [0.821, -4.238, -5.789], [-2.383, 2.600, -1.175], [-2.394, 1.409, -2.130], [-0.879, 0.386, -2.023], [0.459, 1.435, -2.697], [0.260, 2.008, -4.096], [-1.156, -0.901, -3.305], [-2.043, -0.559, -4.502], [-3.335, 3.133, -1.219], [-1.585, 3.305, -1.419], [-2.242, 2.263, -0.148], [-2.508, 1.748, -3.162], [-3.224, 0.740, -1.913], [1.350, 0.803, -2.661], [0.630, 2.231, -1.970], [0.246, 1.225, -4.856], [1.081, 2.685, -4.340], [-0.667, 2.579, -4.180], [-1.596, -1.733, -2.760], [-0.161, -1.223, -3.622], [-3.082, -0.450, -4.187], [-2.005, -1.366, -5.237], [-1.747, 0.360, -5.007], [-0.556, -3.133, 0.953], [0.365, -2.361, 2.051], [1.425, -2.528, 1.939], [-0.073, -1.875, 2.909]],
  "atomic_forces_ev_per_a": [[-0.23, -0.99, -0.13], [0.07, -0.05, -0.07], [0.05, 0.25, -0.07], [0.34, -0.17, 0.67], [-0.17, 1.45, 0.52], [1.08, -0.88, -1.32], [-0.37, -0.23, 0.53], [-0.18, 0.17, -0.07], [-0.47, 0.08, 0.30], [-0.11, 0.19, -0.12], [0.00, -0.04, 0.12], [-0.06, 0.14, -0.61], [-0.11, 0.30, -0.05], [-0.02, 0.13, -0.12], [0.00, -0.05, 0.01], [-0.07, 0.04, 0.20], [-0.01, 0.02, -0.01], [-0.03, -0.03, 0.01], [0.01, 0.01, 0.02], [0.72, -0.78, -1.48], [0.15, 2.19, 0.04], [0.04, 0.07, -0.08], [0.04, -0.01, -0.08], [-0.02, 0.02, 0.02], [0.00, 0.02, -0.08], [-0.12, -0.14, -0.05], [0.11, 0.07, 0.06], [0.20, 0.04, 0.13], [-0.03, -0.01, -0.03], [0.02, 0.04, -0.29], [0.02, 0.03, -0.03], [0.09, 0.12, 0.05], [-0.02, -0.04, -0.01], [-0.01, 0.04, 0.05], [0.00, 0.01, -0.01], [-0.01, 0.00, 0.01], [-0.01, 0.02, -0.01], [-0.05, 0.09, 0.03], [-0.01, -0.03, 0.00], [-0.44, -0.44, -0.05], [0.32, 1.01, 0.65], [0.05, -0.10, 0.03], [0.03, -0.03, 0.04], [-0.02, 0.02, -0.01], [0.00, 0.00, 0.00], [0.00, 0.00, 0.00], [0.00, 0.00, 0.00], [0.00, 0.00, 0.00], [-0.02, 0.03, 0.00], [0.04, -0.01, -0.01], [0.00, -0.01, 0.03], [-0.01, -0.03, 0.02], [0.00, 0.00, 0.02], [0.00, 0.01, 0.01], [0.00, 0.00, 0.00], [-0.01, 0.03, -0.03], [0.16, 0.20, 0.11], [-0.14, -0.39, 0.09], [0.00, -0.06, -0.05], [0.03, -0.01, -0.01], [-0.11, 0.14, -0.15], [0.00, -0.01, 0.00], [0.00, 0.01, -0.01], [0.00, -0.01, 0.02], [-0.02, 0.01, -0.01], [0.00, -0.02, -0.01], [-0.02, 0.03, -0.04], [0.01, 0.02, -0.01], [0.00, 0.03, 0.03], [0.00, 0.00, 0.00], [0.00, 0.00, 0.00], [0.00, 0.00, 0.00], [-0.01, 0.03, 0.01], [-0.01, 0.07, -0.05], [0.00, 0.01, 0.00], [0.00, -0.01, 0.00], [0.01, -0.01, -0.01], [-1.08, -3.60, 1.25], [0.76, 1.76, 0.01], [-0.05, -0.14, -0.14], [-0.29, -0.63, 0.20]],
  "de_lowest_ev": 18.618,
  "spin_multiplicity": 2,
  "s2": 0.794,
  "charge": -1,
  "lumo_energy_ha": [0.060, 0.041]
}

[3]
{
  "formula": "CH6N2",
  "method": "ωB97M-V/def2-TZVPD",
  "symbols": ["N", "H", "H", "H", "C", "N", "H", "H", "H"],
  "positions_angstrom": [[2.228, -0.716, -0.722], [2.194, -0.037, -1.490], [1.531, -1.469, -0.944], [1.861, -0.099, 0.053], [-1.549, 0.267, 0.298], [-2.198, 1.009, 1.058], [-1.651, 0.361, -0.880], [-0.867, -0.470, 0.644], [-1.549, 1.155, 1.983]],
  "atomic_forces_ev_per_a": [[-1.86, 1.00, 0.47], [0.32, -0.58, -0.23], [0.92, 0.92, 0.38], [0.58, -1.33, -0.58], [-1.60, 1.43, -3.95], [3.34, -0.71, 2.77], [0.05, -0.20, 2.08], [0.77, -1.15, 0.63], [-2.52, 0.63, -1.57]],
  "de_lowest_ev": 1.590,
  "spin_multiplicity": 2,
  "s2": 0.758,
  "charge": 1,
  "lumo_energy_ha": [-0.240, -0.385]
}

[4]
{
  "formula": "C3H4BrNO",
  "method": "ωB97M-V/def2-TZVPD",
  "symbols": ["C", "C", "C", "N", "O", "Br", "H", "H", "H", "H"],
  "positions_angstrom": [[1.634, -0.598, -0.008], [-2.061, 0.731, 0.396], [2.393, 0.402, -0.331], [1.065, -1.675, 0.207], [-0.927, 1.014, 0.595], [4.223, 0.152, 0.108], [-2.763, 0.583, 1.169], [-2.299, 0.079, -0.512], [0.739, -2.079, 1.044], [2.329, 1.430, -0.684]],
  "atomic_forces_ev_per_a": [[-1.63, -2.14, 1.00], [0.49, -3.61, -1.74], [1.03, 0.98, -0.07], [1.51, 1.86, -2.37], [1.13, 1.42, 0.25], [0.59, -0.31, 0.06], [-1.42, 0.90, 1.35], [-0.18, 1.31, 0.12], [-0.37, 0.29, 1.28], [-1.13, -0.70, 0.11]],
  "de_lowest_ev": 2.908,
  "smiles": "N=C=CBr.C=O",
  "lumo_energy_ha": 0.013
}

[5]
{
  "formula": "C5H11NO2",
  "method": "ωB97M-V/def2-TZVPD",
  "symbols": ["O", "C", "O", "C", "C", "C", "C", "N", "H", "H", "H", "H", "H", "H", "H", "H", "H", "H", "H"],
  "positions_angstrom": [[-2.579, -0.314, -1.272], [-1.747, 0.401, -0.804], [-2.166, 1.453, 0.040], [-0.076, 0.347, -0.986], [0.361, 0.267, 0.494], [-0.156, -0.825, 1.307], [1.907, 0.352, 0.678], [0.071, -0.824, -1.948], [-2.826, 2.075, -0.408], [0.215, 1.363, -1.343], [-0.094, 1.129, 0.897], [-0.263, -1.803, 0.670], [0.389, -1.209, 2.204], [-1.083, -0.694, 1.743], [2.285, 0.093, 1.823], [2.334, -0.504, 0.085], [2.416, 1.291, 0.379], [1.036, -0.898, -2.168], [-0.024, -1.700, -1.390]],
  "atomic_forces_ev_per_a": [[1.06, -0.02, -0.10], [0.17, 1.09, -0.29], [0.01, 1.17, -1.08], [-3.66, -1.34, 0.35], [2.65, 1.14, -0.06], [0.51, -5.22, -0.41], [1.26, -1.42, 1.61], [0.09, 0.70, 2.15], [1.08, -1.78, 0.74], [-0.07, -1.10, -0.37], [-0.13, 1.42, 0.48], [0.12, 1.48, 1.05], [0.47, 0.81, -0.91], [-2.35, 0.71, 0.33], [-1.27, 0.86, -2.86], [-0.07, 0.82, 0.41], [-0.56, -0.52, 0.02], [1.25, 0.30, -0.67], [-0.56, 0.88, -0.40]],
  "de_lowest_ev": 2.203,
  "smiles": "CC(C)[C@@H](N)C(=O)O",
  "lumo_energy_ha": 0.025
}

[6]
{
  "formula": "C2H3N3OS",
  "method": "ωB97M-V/def2-TZVPD",
  "symbols": ["C", "C", "N", "N", "N", "O", "S", "H", "H", "H"],
  "positions_angstrom": [[0.580, 1.502, 0.002], [-0.587, -0.984, 0.191], [0.247, 2.629, 0.025], [-1.546, -0.087, 0.140], [0.960, 0.254, -0.209], [-0.545, -2.161, 0.047], [2.497, -0.245, 0.202], [-1.483, 0.874, 0.021], [-2.474, -0.458, 0.259], [2.353, -1.325, -0.679]],
  "atomic_forces_ev_per_a": [[0.39, 1.62, -0.53], [1.26, 0.93, -2.41], [0.12, -1.64, 0.29], [-1.26, -2.46, 0.83], [-3.10, -1.32, 0.73], [0.84, 1.73, 1.09], [0.44, -1.69, -0.76], [0.79, 1.93, 0.00], [-0.20, -0.05, -0.09], [0.70, 0.97, 0.86]],
  "de_lowest_ev": 1.985,
  "lumo_energy_ha": [-0.017, -0.017]
}

[7]
{
  "formula": "C18H30O11S",
  "method": "ωB97M-V/def2-TZVPD",
  "symbols": ["C", "C", "C", "O", "S", "O", "O", "C", "O", "C", "C", "O", "H", "H", "H", "H", "H", "H", "H", "H", "H", "H", "H", "H", "O", "C", "O", "C", "C", "C", "H", "H", "H", "H", "H", "H", "O", "C", "O", "C", "C", "C", "H", "H", "H", "H", "H", "H", "O", "C", "O", "C", "C", "C", "H", "H", "H", "H", "H", "H"],
  "positions_angstrom": [[3.918, 0.436, 0.205], [3.093, -0.901, 0.547], [3.191, -2.063, -0.560], [1.872, -2.489, -1.039], [1.051, -1.232, -1.815], [0.335, -1.917, -2.964], [2.238, -0.229, -2.466], [1.700, 1.038, -2.919], [2.634, 1.554, -3.914], [3.683, 0.626, -4.180], [3.547, -0.535, -5.299], [4.798, 0.663, -3.588], [4.180, 0.565, -0.902], [4.877, 0.447, 0.848], [3.342, 1.382, 0.528], [3.533, -1.313, 1.529], [2.016, -0.583, 0.802], [3.635, -2.989, -0.030], [3.930, -1.835, -1.415], [0.649, 0.983, -3.357], [1.674, 1.735, -2.007], [2.829, -1.351, -4.916], [4.556, -1.036, -5.458], [3.147, -0.147, -6.292], [0.943, 1.665, 0.561], [0.550, 1.421, 1.674], [0.563, 0.177, 2.233], [-0.076, 0.232, 3.517], [0.010, 1.677, 3.944], [-0.061, 2.413, 2.624], [-1.109, -0.108, 3.407], [0.442, -0.431, 4.212], [-0.773, 1.964, 4.649], [0.978, 1.868, 4.419], [-1.093, 2.606, 2.321], [0.514, 3.338, 2.648], [-3.577, -1.750, 2.618], [-2.692, -2.266, 1.986], [-1.596, -2.848, 2.547], [-0.696, -3.262, 1.511], [-1.549, -3.392, 0.271], [-2.602, -2.325, 0.485], [0.083, -2.501, 1.402], [-0.228, -4.209, 1.787], [-0.985, -3.271, -0.655], [-2.025, -4.378, 0.250], [-2.278, -1.352, 0.109], [-3.558, -2.610, 0.046], [-3.319, 2.761, 2.434], [-3.589, 2.449, 1.303], [-2.866, 1.561, 0.567], [-3.394, 1.504, -0.763], [-4.817, 1.999, -0.647], [-4.723, 3.002, 0.484], [-2.783, 2.143, -1.408], [-3.347, 0.479, -1.134], [-5.204, 2.421, -1.576], [-5.474, 1.175, -0.352], [-4.451, 3.997, 0.125], [-5.644, 3.041, 1.065]],
  "atomic_forces_ev_per_a": [[0.35, 0.50, 0.64], [0.32, 0.59, 0.35], [1.52, -0.42, 1.57], [0.95, 2.08, -1.49], [-2.45, -1.81, -1.89], [2.09, 1.62, 2.69], [-0.79, -0.88, 0.02], [-0.11, 1.12, 0.80], [0.36, -2.06, 0.54], [4.28, -1.41, 0.64], [-0.84, 0.24, 0.38], [-4.78, 0.66, -1.95], [-0.32, -0.36, 1.58], [-1.31, -0.03, -1.30], [0.75, -1.64, -0.57], [-0.78, 0.51, -1.48], [1.68, -0.94, -0.76], [-0.99, 1.30, -1.00], [-1.49, -0.07, 1.15], [1.47, -0.34, 0.31], [0.20, -0.83, -1.43], [0.91, 1.40, -0.51], [-1.26, 1.00, 0.37], [0.46, -0.39, 1.38], [-0.05, -0.65, 0.30], [-0.23, 0.45, -0.58], [0.10, 0.49, -0.49], [-0.36, -0.37, 0.59], [-0.04, 0.35, 0.54], [0.25, 0.07, 0.40], [0.08, 0.02, -0.02], [0.01, -0.09, -0.29], [0.02, -0.12, -0.09], [-0.09, -0.05, -0.01], [0.13, 0.02, -0.01], [-0.15, -0.02, -0.32], [0.67, -0.43, 0.04], [-0.66, 0.70, 0.35], [-0.49, 0.20, 0.08], [0.57, -0.18, -0.13], [0.10, -0.26, -0.64], [0.09, -0.45, -0.28], [-0.06, -0.01, 0.01], [-0.08, 0.16, 0.20], [0.02, -0.05, 0.11], [0.08, 0.08, 0.00], [-0.10, 0.03, 0.07], [-0.02, 0.34, 0.12], [0.19, -0.51, -0.60], [0.09, 0.51, 0.79], [-0.06, 0.17, 0.48], [0.09, -0.22, -0.53], [-0.55, -0.03, -0.36], [-0.36, -0.30, -0.25], [0.00, -0.03, 0.06], [0.19, 0.08, 0.17], [0.10, -0.08, 0.04], [0.08, 0.07, -0.05], [-0.03, 0.01, 0.16], [0.24, 0.27, 0.11]],
  "de_lowest_ev": 0.000,
  "lumo_energy_ha": 0.017
}

What is the formula in the first record? C8H15B2F4IrN5O4